# 1
A structure of composition CHCl3CrO8S2. Source: the Open Molecules 2025 dataset; level of theory: ωB97M-V/def2-TZVPD.

Results
**Net charge**: -2
**Energy relative to the best compared isomer or geometry (same formula, charge and spin)**: 0.90 kcal per mole
**Spin multiplicity**: 5
**E_HOMO (spin up / spin down)**: -1.52 / -2.24 eV
**Electronic energy**: -3862.20885 a.u.
**Molecular weight**: 363.50 g/mol
**LUMO (spin up / spin down)**: 4.1 / 4.1 eV
**Frontier orbital gap (spin up / spin down)**: 5.64 / 6.36 eV

Positions of all 16 atoms, in Å:
Cr1 -0.70 0.16 -0.06
S1 -0.34 -2.48 -0.01
O1 0.71 -3.40 0.45
O2 -1.38 -3.35 -0.57
O3 -0.84 -1.55 1.08
O4 0.15 -1.45 -1.00
S2 -2.31 1.66 -1.43
O5 -0.80 1.79 -1.35
O6 -2.71 0.84 -2.58
O7 -2.57 0.89 -0.16
O8 -3.05 2.91 -1.54
C1 2.84 0.75 1.37
Cl1 1.69 1.61 0.34
Cl2 2.00 -0.45 2.34
Cl3 3.76 1.88 2.37
H1 3.54 0.19 0.77

# 2
A cluster of 8 separate species, C56H87F4N10O9S4 in total. Source: the Open Molecules 2025 dataset; level of theory: ωB97M-V/def2-TZVPD.

Results
**Net charge**: +5
**Spin multiplicity**: 1
**E_HOMO**: -12.47 eV
**Electronic energy**: -5400.77399 a.u.
**Molecular weight**: 1248.63 g/mol
**LUMO**: -10.7 eV
**Frontier orbital gap**: 1.74 eV

Positions of all 170 atoms, in Å:
C1 -1.06 -1.13 1.87
C2 -1.19 0.16 1.10
O1 -0.50 0.26 -0.12
H1 -1.35 -1.95 1.21
H2 -1.50 -1.19 2.87
H3 -0.02 -1.41 2.01
H4 -0.83 1.00 1.70
H5 -2.25 0.38 1.02
C3 7.85 -7.65 3.06
N1 7.34 -6.37 2.53
C4 8.13 -5.44 2.04
C5 7.69 -4.16 1.64
C6 6.37 -3.94 1.68
C7 5.42 -4.90 2.11
C8 5.98 -6.16 2.57
C9 5.84 -2.72 0.94
C10 6.27 -2.46 -0.32
C11 5.77 -1.34 -1.01
N2 4.99 -0.36 -0.42
C12 4.55 -0.61 0.85
C13 4.97 -1.77 1.50
C14 4.66 0.84 -1.21
H6 7.03 -8.23 3.48
H7 8.65 -7.50 3.78
H8 8.19 -8.13 2.14
H9 9.18 -5.65 1.89
H10 8.38 -3.52 1.12
H11 4.39 -4.60 2.15
H12 5.38 -6.93 3.03
H13 6.88 -3.17 -0.86
H14 6.09 -1.13 -2.02
H15 3.81 0.10 1.19
H16 4.60 -1.99 2.49
H17 4.36 0.57 -2.23
H18 5.43 1.61 -1.18
H19 3.76 1.22 -0.73
C15 4.37 -0.84 -12.20
N3 4.00 -1.47 -10.90
C16 4.97 -2.05 -10.13
C17 4.69 -2.46 -8.80
C18 3.37 -2.45 -8.29
C19 2.36 -1.87 -9.14
C20 2.71 -1.41 -10.45
C21 3.11 -2.82 -6.89
C22 3.86 -3.73 -6.13
C23 3.53 -4.12 -4.85
N4 2.43 -3.60 -4.32
C24 1.70 -2.58 -4.90
C25 2.05 -2.24 -6.20
C26 2.01 -4.01 -2.95
H20 3.56 -1.00 -12.92
H21 5.32 -1.12 -12.65
H22 4.45 0.23 -12.02
H23 5.90 -2.13 -10.67
H24 5.55 -2.79 -8.24
H25 1.35 -2.01 -8.78
H26 1.96 -0.92 -11.06
H27 4.70 -4.20 -6.61
H28 4.05 -4.92 -4.35
H29 0.95 -2.17 -4.24
H30 1.33 -1.55 -6.60
H31 1.04 -4.49 -3.07
H32 2.06 -3.11 -2.33
H33 2.85 -4.57 -2.55
C27 -6.58 0.55 -2.71
N5 -7.93 -0.02 -2.40
C28 -8.57 -0.68 -3.38
C29 -9.87 -1.13 -3.14
C30 -10.52 -0.79 -1.93
C31 -9.80 -0.08 -0.95
C32 -8.43 0.22 -1.17
C33 -11.90 -1.32 -1.67
C34 -12.11 -2.71 -1.61
C35 -13.40 -3.21 -1.61
N6 -14.43 -2.34 -1.60
C36 -14.32 -1.01 -1.59
C37 -13.05 -0.46 -1.62
C38 -15.74 -2.86 -1.81
H34 -6.39 0.57 -3.79
H35 -5.89 -0.04 -2.12
H36 -6.68 1.56 -2.32
H37 -8.03 -0.90 -4.29
H38 -10.25 -1.82 -3.88
H39 -10.31 0.09 -0.02
H40 -7.77 0.72 -0.47
H41 -11.30 -3.43 -1.58
H42 -13.55 -4.28 -1.66
H43 -15.23 -0.43 -1.58
H44 -12.95 0.62 -1.58
H45 -15.65 -3.42 -2.74
H46 -16.57 -2.15 -1.76
H47 -15.89 -3.55 -0.99
C39 -1.76 8.17 1.62
C40 -1.79 7.11 0.51
C41 -1.15 7.74 -0.82
N7 -1.29 6.92 -2.16
C42 -0.22 7.47 -3.13
C43 -0.28 6.86 -4.53
C44 0.15 5.41 -4.45
C45 -0.81 4.75 -3.38
C46 -1.02 5.45 -1.97
C47 -2.76 7.19 -2.72
H48 -2.28 7.82 2.51
H49 -2.34 9.04 1.31
H50 -0.80 8.53 1.99
H51 -2.83 6.80 0.38
H52 -1.25 6.26 0.92
H53 -0.07 7.87 -0.80
H54 -1.58 8.71 -1.08
H55 0.77 7.26 -2.73
H56 -0.40 8.54 -3.23
H57 0.35 7.34 -5.28
H58 -1.29 7.02 -4.92
H59 1.19 5.37 -4.12
H60 0.11 4.87 -5.39
H61 -0.37 3.79 -3.13
H62 -1.80 4.63 -3.81
H63 -0.17 5.39 -1.29
H64 -1.88 5.15 -1.35
H65 -3.41 6.95 -1.89
H66 -2.90 6.53 -3.58
H67 -2.88 8.25 -2.96
C48 7.46 4.62 11.19
C49 6.94 4.20 9.79
C50 5.75 3.18 9.90
N8 5.14 2.66 8.55
C51 4.60 3.77 7.65
C52 3.72 3.33 6.46
C53 2.56 2.41 6.99
C54 3.03 1.29 7.89
C55 3.97 1.69 9.00
C56 6.19 1.86 7.76
H68 8.12 3.92 11.70
H69 6.62 4.78 11.87
H70 7.88 5.62 11.11
H71 7.73 3.84 9.13
H72 6.47 5.07 9.34
H73 4.89 3.61 10.42
H74 5.99 2.21 10.34
H75 3.96 4.30 8.37
H76 5.38 4.49 7.37
H77 3.27 4.19 5.97
H78 4.32 2.76 5.74
H79 1.94 3.09 7.58
H80 1.86 1.94 6.30
H81 2.13 0.81 8.26
H82 3.40 0.45 7.30
H83 3.47 2.29 9.75
H84 4.41 0.80 9.45
H85 7.02 2.52 7.49
H86 5.73 1.39 6.88
H87 6.59 1.12 8.45
N9 -5.58 -4.29 -2.84
S1 -4.81 -4.18 -1.67
O2 -3.85 -5.25 -1.33
O3 -5.32 -3.40 -0.56
F1 -3.75 -3.21 -2.40
S2 -6.50 -5.63 -2.34
O4 -7.19 -5.49 -1.03
O5 -5.92 -6.90 -2.61
F2 -7.71 -5.57 -3.40
N10 -0.65 -6.08 5.53
S3 -0.99 -5.66 4.17
O6 0.06 -5.31 3.17
O7 -2.39 -5.28 3.91
F3 -1.17 -7.20 3.80
S4 -0.26 -4.50 6.04
O8 -1.39 -3.67 6.39
O9 0.95 -3.79 5.47
F4 0.28 -5.02 7.54

# 3
A structure of composition C10H16BBrF4N4O2Re. Source: the Open Molecules 2025 dataset; level of theory: ωB97M-V/def2-TZVPD.

Results
**Net charge**: +2
**Energy relative to the best compared isomer or geometry (same formula, charge and spin)**: 7.40 kcal per mole
**Spin multiplicity**: 2
**E_HOMO (spin up / spin down)**: -16.32 / -16.00 eV
**Electronic energy**: -3836.48325 a.u.
**Molecular weight**: 577.18 g/mol
**LUMO (spin up / spin down)**: -8.6 / -8.4 eV
**Frontier orbital gap (spin up / spin down)**: 7.72 / 7.57 eV

Positions of all 39 atoms, in Å:
Re1 -0.49 -0.65 0.16
N1 -1.36 0.68 1.63
C1 -0.55 0.72 2.89
C2 0.90 0.83 2.50
N2 1.25 -0.13 1.41
C3 1.85 -1.42 1.91
C4 0.76 -2.31 2.46
N3 -0.30 -2.42 1.41
H1 -2.32 0.42 1.85
H2 -1.42 1.62 1.24
H3 -0.84 1.58 3.50
H4 -0.78 -0.18 3.46
H5 1.10 1.83 2.12
H6 1.54 0.67 3.37
H7 1.96 0.31 0.83
H8 2.34 -1.89 1.06
H9 2.61 -1.21 2.66
H10 1.16 -3.30 2.70
H11 0.32 -1.91 3.36
H12 -0.01 -3.13 0.73
H13 -1.18 -2.77 1.79
Br1 1.19 2.62 -0.57
C5 -0.14 1.96 -1.71
C6 -0.38 2.65 -2.89
C7 -1.37 2.19 -3.74
C8 -2.12 1.08 -3.38
C9 -1.83 0.46 -2.19
N4 -0.83 0.86 -1.36
C10 -2.64 -0.68 -1.70
O1 -3.55 -1.17 -2.27
O2 -2.21 -1.16 -0.47
H14 0.21 3.52 -3.12
H15 -1.55 2.70 -4.68
H16 -2.93 0.70 -3.98
F1 3.72 -1.02 -3.13
B1 2.78 -0.37 -2.51
F2 0.54 -1.63 -0.99
F3 2.79 -0.28 -1.18
F4 1.79 0.21 -3.16

# 4
A structure of composition CH6N2O. Source: the Open Molecules 2025 dataset; level of theory: ωB97M-V/def2-TZVPD.

Results
**Energy relative to the best compared isomer or geometry (same formula, charge and spin)**: 36.39 kcal per mole
**Spin multiplicity**: 1
**E_HOMO**: -8.68 eV
**Electronic energy**: -226.40956 a.u.
**Molecular weight**: 62.07 g/mol
**LUMO**: 0.6 eV
**Frontier orbital gap**: 9.26 eV

Positions of all 10 atoms, in Å:
O1 1.71 -0.62 -0.92
H1 2.39 -0.14 -0.42
N1 -0.13 0.05 1.33
C1 -0.92 0.39 0.27
N2 -0.49 0.37 -0.93
H2 0.63 -0.55 1.01
H3 -0.70 -0.39 2.02
H4 -1.96 0.65 0.42
H5 -1.16 0.21 -1.67
H6 0.63 0.03 -1.12